Here is a structure of composition C8H3DyNO5S from the OMol25 dataset. Energies are from ωB97M-V/def2-TZVPD.

Cartesian coordinates (Å):
O  0.0005  -0.0010  -3.9348
C  -0.0009  -0.0009  -2.7886
Dy  -0.0116  -0.0022  -0.1358
O  -1.8418  -3.1000  0.1339
C  -1.2600  -2.1218  -0.0244
C  1.2527  2.1226  -0.0367
O  1.8372  3.0979  0.1262
C  -2.1159  1.2580  -0.0242
O  -3.1066  1.8367  0.1409
C  2.1122  -1.2611  -0.0429
O  3.1022  -1.8380  0.1302
S  -0.8338  -0.1347  4.7313
C  0.8904  0.0721  4.4490
C  1.1578  0.1166  3.1055
N  0.0082  -0.0103  2.2979
C  -1.1149  -0.1504  3.0546
H  1.6255  0.1488  5.2349
H  2.1219  0.2332  2.6123
H  -2.1048  -0.2627  2.6218

Output
E_HOMO (spin up / spin down), eV: -20.35 / -20.35
Multiplicity: 6
Electronic energy, hartree: -2019.67173
Frontier orbital gap (spin up / spin down), eV: 5.94 / 6.22
Largest force on an atom, eV Å⁻¹: 7.33
Charge: +3

---

Here is a structure of composition C8H3F18N4O12S6Zn from the OMol25 dataset. Energies are from ωB97M-V/def2-TZVPD.

Cartesian coordinates (Å):
Zn  20.2598  -13.7440  -17.3280
C  19.6887  -14.8887  -21.0826
F  19.6277  -16.0724  -21.7159
F  20.8557  -14.7351  -20.4389
F  19.4973  -13.8692  -21.9478
S  18.2607  -14.7845  -19.7965
O  17.0158  -14.4358  -20.4671
O  18.2460  -16.1222  -19.1104
N  18.9317  -13.4729  -18.7769
S  18.2519  -12.1500  -19.3675
O  18.9884  -11.0245  -18.7073
O  18.1995  -12.0160  -20.8286
C  16.4941  -12.0156  -18.5093
F  16.6685  -11.3790  -17.3486
F  15.6117  -11.3281  -19.3516
F  16.0703  -13.3257  -18.4054
C  24.3476  -14.5935  -16.9333
F  24.4164  -14.2280  -18.2376
F  23.8851  -15.7845  -16.7363
F  25.5546  -14.5491  -16.3718
S  23.1079  -13.2252  -16.1680
O  22.2827  -13.9424  -15.2021
O  23.9381  -12.0600  -15.6588
N  21.9894  -12.9465  -17.5946
S  22.6792  -11.5907  -18.1975
O  21.9112  -10.4029  -17.8931
O  24.1251  -11.4622  -18.1388
C  22.4149  -11.6940  -20.1372
F  23.1541  -12.6496  -20.7418
F  21.1257  -11.9441  -20.3779
F  22.8094  -10.4912  -20.7182
C  19.2667  -14.9288  -13.5402
F  20.4706  -15.4175  -13.3514
F  18.4390  -15.3913  -12.5782
F  19.3308  -13.5778  -13.3958
S  18.6303  -15.6063  -15.2739
O  18.0763  -16.9260  -15.0424
O  17.6808  -14.6337  -15.7145
N  20.0370  -15.4470  -16.3421
S  20.4678  -16.9385  -16.6769
O  19.3837  -17.7853  -17.1408
O  21.5485  -16.8437  -17.6908
C  21.3032  -17.7981  -15.1429
F  22.2528  -16.8636  -14.6981
F  20.3261  -18.1332  -14.2342
F  22.0096  -18.8794  -15.4355
C  19.4098  -9.5610  -15.6458
C  19.4695  -11.0327  -15.9219
N  19.4931  -12.2157  -16.1398
H  20.2919  -9.0128  -15.9765
H  19.3432  -9.3384  -14.5809
H  18.4989  -9.1902  -16.1157

Output
E_HOMO (spin up / spin down), eV: -11.01 / -10.65
Multiplicity: 2
Electronic energy, hartree: -7394.25625
Frontier orbital gap (spin up / spin down), eV: 9.56 / 3.01
Largest force on an atom, eV Å⁻¹: 6.39
Charge: 0

---

Here is a cluster of 12 separate species, C8H40O12 in total from the OMol25 dataset. Energies are from ωB97M-V/def2-TZVPD.

Cartesian coordinates (Å):
C  -0.7733  -0.7174  0.1910
O  -0.9013  -1.1710  -1.1729
H  -1.7366  -0.5233  0.6627
H  -0.1072  -1.3799  0.7438
H  -0.2364  0.2308  0.1621
H  -0.1228  -0.8205  -1.6118
C  1.9007  -3.0765  -2.1107
O  2.0037  -1.6544  -2.3571
H  1.9488  -3.2620  -1.0377
H  0.9064  -3.4117  -2.4059
H  2.7638  -3.5490  -2.5795
H  2.7210  -1.3152  -1.8168
C  2.6372  -2.0157  1.7353
C  3.5981  -3.1424  1.9142
O  4.6051  -3.1395  0.9114
H  3.0026  -1.0079  1.9323
H  1.8303  -2.1861  2.4480
H  2.2758  -2.0557  0.7077
H  2.9801  -4.0357  1.8239
H  3.9989  -3.3006  2.9155
H  4.8775  -4.0593  0.8744
C  -2.4703  2.2287  0.4170
C  -3.9232  1.9095  0.6957
O  -4.6326  2.0640  -0.5071
H  -2.4012  3.2755  0.1213
H  -2.0186  1.6020  -0.3520
H  -1.8926  2.1218  1.3351
H  -4.3140  2.6297  1.4145
H  -4.1421  0.8902  1.0138
H  -5.5461  1.7898  -0.3982
C  1.0165  5.0901  -1.6759
C  0.4532  4.6357  -0.3317
O  0.6930  3.2872  -0.1408
H  0.9552  6.1782  -1.6955
H  0.2728  4.7855  -2.4122
H  2.0006  4.6792  -1.9014
H  -0.6094  4.8688  -0.4003
H  0.9365  5.2405  0.4356
H  0.3982  3.0556  0.7430
O  -1.2921  -2.4542  3.3121
H  -0.6084  -2.8150  3.8765
H  -1.4552  -3.1398  2.6643
O  0.4800  1.4028  -2.4384
H  0.4980  2.2011  -1.9106
H  1.4003  1.2192  -2.6272
O  -1.0036  0.1663  3.3501
H  -0.7518  0.2865  4.2657
H  -1.2700  -0.7513  3.2929
O  1.2117  -1.3831  -4.8155
H  1.5067  -1.5365  -3.9180
H  1.0995  -2.2593  -5.1843
O  0.6513  2.1211  2.3091
H  1.4377  1.9089  2.8119
H  -0.0438  1.6098  2.7235
O  -1.6470  -3.8337  -0.9023
H  -1.5139  -2.9158  -0.6656
H  -1.5377  -4.3118  -0.0803
O  -3.6209  -0.3740  -1.5284
H  -3.8243  0.5265  -1.2757
H  -2.6645  -0.4069  -1.5502

Output
E_HOMO (spin up / spin down), eV: -12.35 / -12.35
Energy relative to the best compared isomer or geometry (same formula, charge and spin), eV: 2.907
Multiplicity: 2
Electronic energy, hartree: -1231.22433
Frontier orbital gap (spin up / spin down), eV: 9.43 / 2.44
Largest force on an atom, eV Å⁻¹: 3.60
Charge: +1

---

Question: Number 1 is which compound?
Answer: C8H3DyNO5S

---

Question: electronic energy of number 2 (C8H3F18N4O12S6Zn)?
Answer: -7394.25625 hartree

---

Question: Which value of charge does entry 1 give?
Answer: +3